[1]
The following is a quantum chemistry calculation of C24H24AgN5O4S as an isolated structure, from the Open Molecules 2025 dataset.

The HOMO energy is -1.11 eV. Its frontier orbital gap is 5.545 eV.

ORCA input file:
```
! wB97M-V def2-TZVPD RIJCOSX def2/J DEFGRID3
* xyz -2 1
Ag -1.5584 2.4101 -0.4459
C -0.5510 7.0694 -0.7783
C -0.3503 5.6123 -0.3017
O -1.0238 4.7644 -0.9281
C 0.6630 5.2601 0.6504
C 0.8030 4.0128 1.2754
C 1.9037 4.0300 2.2323
N 0.0685 2.9648 1.1820
N 0.2280 1.9113 2.1223
C -0.0127 0.7389 1.6435
O -0.3356 0.4775 0.4210
C 0.1412 -0.4290 2.5633
C 0.7402 -0.3100 3.8612
C 1.1521 -1.4458 4.5243
C 0.8919 -2.7276 4.0675
C 0.2915 -2.8472 2.8315
C -0.0197 -1.7615 2.0702
H -1.5527 7.1088 -1.1872
H 0.2176 7.2450 -1.5212
H -0.4670 7.7939 0.0346
H 1.2748 6.0730 1.0065
H 1.8942 3.1831 2.9062
H 1.8343 4.9705 2.7971
H 2.8969 4.1159 1.7764
H 0.8804 0.6941 4.3071
H 1.6124 -1.2457 5.4398
H 1.0444 -3.6103 4.7061
H 0.1371 -3.8055 2.3611
H -0.4551 -1.7135 1.0760
S 5.1048 -2.5604 -3.9227
C 3.4922 -2.4154 -3.4035
N 2.8395 -3.3318 -2.6549
C 1.4929 -3.2414 -2.0848
C 1.2396 -1.6750 -1.9920
C 1.3508 -1.0135 -3.3532
N 2.6957 -1.3841 -3.8555
H 3.5306 -3.8565 -2.1182
H 1.4913 -3.7557 -1.1024
H 0.8349 -3.8285 -2.8148
H 2.1498 -1.3840 -1.5025
H 0.3636 -1.4068 -1.3773
H 1.3616 0.0620 -3.3529
H 0.5584 -1.3859 -4.0126
H 3.2778 -0.7012 -4.3468
O -2.8137 1.0367 -1.9086
C -2.6164 -0.1994 -1.9964
N -1.9954 -0.9035 -2.9673
C -1.8295 -2.1808 -2.5151
O -1.3040 -3.1043 -3.1194
C -2.4416 -2.3746 -1.1518
C -2.6294 -3.4660 -0.2753
C -3.3668 -3.2447 0.8648
C -3.9435 -1.9995 1.1026
C -3.8399 -0.9093 0.2283
C -3.0283 -1.1673 -0.8638
H -2.1236 -4.4062 -0.3389
H -3.4865 -3.9629 1.6753
H -4.5145 -1.8379 2.0604
H -4.1997 0.0577 0.4057
*
```

***

[2]
The following is a quantum chemistry calculation of an isolated ion of composition C4H5N4 and charge +1, from the Open Molecules 2025 dataset.

The HOMO energy is -12.38 eV. Its frontier orbital gap is 9.036 eV.

ORCA input file:
```
! wB97M-V def2-TZVPD RIJCOSX def2/J DEFGRID3
* xyz 1 1
C -0.2832 -0.3250 -0.8639
C 1.0602 1.4878 0.0796
C 0.3395 0.2799 0.2142
C -0.7911 -1.4484 0.9508
N 0.7620 2.3881 -2.1173
N 0.8992 1.9498 -1.0966
N 0.0118 -0.4416 1.3236
N -0.9655 -1.3580 -0.3596
H -0.2671 -0.0976 -1.9090
H 1.6538 1.9999 0.8109
H -1.2098 -2.1871 1.6051
H 0.3159 -0.2447 2.2672
H -1.5257 -2.0030 -0.9050
*
```

***

[3]
The following is a quantum chemistry calculation of C25H31B2F4N8PS2Ti as an isolated structure, from the Open Molecules 2025 dataset.

The HOMO energy (spin up / spin down) is -10.30 / -10.72 eV. Its frontier orbital gap (spin up / spin down) is 7.755 / 8.172 eV.

ORCA input file:
```
! wB97M-V def2-TZVPD RIJCOSX def2/J DEFGRID3
* xyz 1 2
Ti -0.3984 -0.7134 -1.7690
C -4.1461 -2.3882 -2.4244
C -3.1727 -1.9439 -1.5537
N -2.2216 -1.2462 -2.2359
N -2.7199 -1.0839 -3.5673
C -3.8161 -1.8396 -3.6831
B -1.9193 -0.5559 -4.8138
N -0.5695 -1.3734 -4.8138
C 0.0259 -2.0142 -5.8432
C 1.1111 -2.7593 -5.3353
C 1.1896 -2.4512 -3.9562
N 0.1796 -1.6277 -3.6240
N -1.4759 0.8583 -4.2365
C -1.6919 2.1251 -4.5315
C -1.1411 2.9799 -3.5300
C -0.6482 2.0755 -2.6074
N -0.8136 0.7747 -3.0282
H -5.0007 -3.0752 -2.1602
H -2.9873 -2.2814 -0.5430
H -4.3363 -1.8290 -4.6217
H -2.5881 -0.6127 -5.8501
H -0.4229 -1.9290 -6.8463
H 1.7604 -3.5812 -5.7101
H 1.8715 -2.8624 -3.2517
H -2.0721 2.3031 -5.4507
H -1.0761 4.0767 -3.3384
H -0.1064 2.1519 -1.6758
N -1.2795 3.0980 5.0340
C 0.0645 3.6165 4.4071
C -0.0653 3.5385 2.8856
N -1.2536 4.3490 2.5438
C -2.5224 3.7695 3.1700
C -2.4192 3.9691 4.6461
H -1.0912 2.9226 6.0603
H -1.4524 2.1463 4.6382
H 0.9141 3.0115 4.8056
H 0.2020 4.6199 4.8093
H -0.0104 2.4988 2.4454
H 0.8197 4.0545 2.4745
H -1.3696 4.4604 1.5062
H -2.5511 2.6673 2.9299
H -3.4624 4.2782 2.7686
H -3.3807 3.6908 5.2077
H -2.2085 5.0630 4.8700
S 0.5336 -2.9520 -0.8351
P 1.6898 -1.5101 0.0768
S 1.6603 0.4117 -0.5784
C 1.4456 -1.2604 1.8766
C 0.1961 -1.6743 2.3317
C -0.0995 -1.4481 3.6662
C 0.8115 -0.8403 4.5410
C 2.0693 -0.4518 4.1022
C 2.3907 -0.6548 2.7453
C 3.3762 -2.1922 -0.2155
C 4.0805 -2.0140 -1.3911
C 5.3641 -2.5684 -1.6048
C 6.0117 -3.0525 -0.4672
C 5.2891 -3.1342 0.7768
C 3.9145 -2.8724 0.8255
H -0.5171 -2.0617 1.5971
H -1.0455 -1.7784 4.0873
H 0.5507 -0.6592 5.5559
H 2.7985 -0.1589 4.7722
H 3.3776 -0.4671 2.3484
H 3.5758 -1.4927 -2.1350
H 5.7175 -2.5233 -2.6333
H 6.9077 -3.6531 -0.5591
H 5.6759 -3.6198 1.6763
H 3.2692 -3.2250 1.7129
F -3.5195 0.3107 0.9853
B -2.2738 0.6303 0.7207
F -1.4163 -0.6259 0.0635
F -1.4838 0.8852 1.9163
F -2.0984 1.7211 -0.1594
*
```

***

[4]
The following is a quantum chemistry calculation of a 2-piece molecular cluster, C12H23N3O5P2S2 overall, from the Open Molecules 2025 dataset.

The HOMO energy is -8.94 eV. Its frontier orbital gap is 9.208 eV.

ORCA input file:
```
! wB97M-V def2-TZVPD RIJCOSX def2/J DEFGRID3
* xyz 0 1
C 0.0564 1.2598 2.0310
N 0.6939 0.5777 0.9081
C -0.2744 0.0282 -0.0374
C 1.7618 1.2493 0.2671
O 2.4906 0.6257 -0.4852
C 2.0621 2.7188 0.4838
P 1.1433 3.8479 -0.6926
C -0.6051 3.9042 -0.0915
C -1.4464 4.9337 -0.8340
S -1.9935 4.4541 -2.4956
C -2.3733 2.7643 -2.3949
N -1.8975 1.9390 -3.2199
N -2.4902 0.7201 -2.9413
C -3.2468 0.9091 -1.9663
O -3.2496 2.1714 -1.5435
P 1.9894 5.8059 -0.1884
S 1.3966 7.1721 -1.4473
H -0.7844 1.8898 1.7547
H 0.7699 1.8230 2.6090
H -0.3325 0.4993 2.6983
H -0.4831 -1.0017 0.2350
H -1.2249 0.5547 -0.0253
H 0.1213 -0.0028 -1.0398
H 3.1005 2.8503 0.2242
H 1.9571 3.0501 1.5118
H -0.6235 4.1087 0.9728
H -1.0066 2.9083 -0.2338
H -0.8928 5.8519 -0.9792
H -2.3081 5.1863 -0.2315
H -3.8391 0.1397 -1.5286
H 3.3869 5.6395 -0.1656
H 1.6340 6.0957 1.1504
C 2.3529 -4.5647 -0.2904
C 1.5204 -4.2286 0.9286
O 0.1425 -4.5985 0.7583
C -0.1205 -5.8993 0.8491
O 0.6700 -6.7705 1.0942
O -1.4280 -6.0695 0.6465
C -1.8460 -7.4362 0.6528
H 1.9230 -4.1054 -1.1813
H 3.3719 -4.2006 -0.1630
H 2.3908 -5.6396 -0.4583
H 1.5161 -3.1504 1.0794
H 1.9237 -4.6888 1.8305
H -1.5444 -7.9324 1.5722
H -1.4343 -7.9598 -0.2084
H -2.9299 -7.4297 0.5853
*
```

***

[5]
The following is a quantum chemistry calculation of C34H67N6O7P3SSi as an isolated structure, from the Open Molecules 2025 dataset.

The HOMO energy is -8.46 eV. Its frontier orbital gap is 7.508 eV.

ORCA input file:
```
! wB97M-V def2-TZVPD RIJCOSX def2/J DEFGRID3
* xyz 0 1
C 1.7851 -0.7695 4.2933
Si 1.7335 -0.9738 2.3951
C -0.0735 -1.2496 1.8261
C 2.3084 0.6100 1.4766
C 2.8766 1.7266 2.3991
C 1.8140 2.6446 3.1025
C 0.3827 2.5658 2.5431
C -0.5862 3.3531 3.4842
C -1.9662 3.5870 2.7917
C -3.1342 2.7954 3.4323
C -3.0126 1.2421 3.2585
C -3.9152 0.6590 2.1895
C -4.9981 -0.1414 2.4566
P -5.4300 -0.5496 4.1981
P -7.5488 -1.0137 4.3394
O -8.3521 -0.5671 3.2034
O -8.1751 -0.3256 5.6832
O -7.7292 -2.6382 4.5298
C -5.8381 -0.6922 1.3790
C -5.6295 -0.4727 0.0579
P -6.7999 -1.2685 -1.1516
N -6.1711 -2.8922 -1.3538
O -6.5747 -0.5596 -2.6362
C -4.5082 0.3807 -0.3017
N -4.1636 0.7186 -1.5288
S -2.8302 1.6650 -1.3596
N -2.6926 1.6278 0.2464
C -3.6749 0.9082 0.7847
C 2.6759 -2.5198 1.8371
C 3.4032 -2.6472 0.6479
C 4.0175 -3.8692 0.3434
C 3.9368 -4.9725 1.1898
C 3.2104 -4.8540 2.3861
C 2.6033 -3.6437 2.6908
H 2.3849 -1.6067 4.6872
H 2.2763 0.1618 4.6095
H 0.7456 -0.7803 4.6550
H -0.1739 -0.9923 0.7539
H -0.3913 -2.2971 1.9599
H -0.7547 -0.5754 2.3705
H 3.1653 0.2649 0.8561
H 1.5555 0.9640 0.7542
H 3.5550 1.3362 3.1772
H 3.5051 2.3764 1.7585
H 1.8784 2.4847 4.1934
H 2.1509 3.6874 2.9412
H 0.3634 3.0012 1.5302
H -0.0251 1.5437 2.4753
H -0.6816 2.8638 4.4688
H -0.1306 4.3467 3.6564
H -2.2125 4.6631 2.7450
H -1.8533 3.2686 1.7409
H -4.1240 3.1805 3.1358
H -3.0572 2.9729 4.5244
H -3.2540 0.7626 4.2208
H -1.9515 1.0250 3.0628
H -4.7572 -1.7712 4.4776
H -7.5206 -0.3852 6.3993
H -7.2165 -2.8945 5.3151
H -6.6846 -1.3397 1.6360
H -6.0751 -3.2662 -0.4077
H -5.2082 -2.8041 -1.6974
H -5.7342 -0.9161 -2.9727
H 3.4685 -1.8096 -0.0510
H 4.5628 -3.9728 -0.5998
H 4.4461 -5.8929 0.8877
H 3.1448 -5.7250 3.0440
H 2.0194 -3.5750 3.6177
C 9.5201 -7.5268 -0.2691
C 8.1058 -6.9990 -0.0493
C 7.3801 -6.6080 -1.3485
O 7.8035 -5.3836 -1.9212
C 9.0047 -5.4582 -2.6679
N 8.1603 -5.8805 0.8979
H 10.2375 -6.7297 -0.4632
H 9.8675 -8.0524 0.6214
H 9.5539 -8.2299 -1.1045
H 7.5270 -7.8058 0.4115
H 6.3216 -6.4649 -1.1109
H 7.4272 -7.4154 -2.0912
H 9.0981 -6.4110 -3.1967
H 9.8701 -5.2982 -2.0216
H 8.9910 -4.6530 -3.4032
H 7.2112 -5.5972 1.1302
H 8.5351 -5.0773 0.3979
C 5.7519 5.5324 -2.2921
C 5.2129 4.1971 -1.7883
C 3.7015 4.2049 -1.5043
O 3.3249 4.8673 -0.3098
C 3.2708 6.2796 -0.4038
N 5.9835 3.7909 -0.6075
H 5.8777 6.2607 -1.4911
H 6.7333 5.3935 -2.7476
H 5.0925 5.9644 -3.0483
H 5.3874 3.4590 -2.5772
H 3.3801 3.1673 -1.3734
H 3.1356 4.6018 -2.3576
H 2.9252 6.6109 -1.3871
H 4.2451 6.7177 -0.1778
H 2.5688 6.6374 0.3503
H 5.7004 2.8525 -0.3362
H 5.6762 4.3704 0.1706
C -7.7555 1.8435 -4.7285
C -8.5142 2.4666 -5.8959
C -8.0657 1.9495 -7.2731
O -6.8284 2.4699 -7.7298
C -5.6822 1.8535 -7.1732
N -8.4070 3.9280 -5.8062
H -6.7621 2.2730 -4.5971
H -8.2949 2.0120 -3.7959
H -7.6476 0.7651 -4.8576
H -9.5681 2.1963 -5.7786
H -8.8054 2.2737 -8.0106
H -8.0546 0.8520 -7.3034
H -5.8367 0.7845 -7.0007
H -5.3922 2.3480 -6.2436
H -4.8607 1.9761 -7.8805
H -9.0007 4.3460 -6.5181
H -7.4657 4.1820 -6.0970
*
```

***

[6]
The following is a quantum chemistry calculation of C26H22ClN3O7V as an isolated structure, from the Open Molecules 2025 dataset.

The HOMO energy (spin up / spin down) is -4.73 / -5.02 eV. Its frontier orbital gap (spin up / spin down) is 6.985 / 7.189 eV.

ORCA input file:
```
! wB97M-V def2-TZVPD RIJCOSX def2/J DEFGRID3
* xyz -1 3
V 0.0950 -0.1016 -0.1129
C 0.3342 -5.5275 5.9054
O 1.2325 -4.5551 5.4144
C 1.9815 -4.8922 4.3296
C 2.0043 -6.1558 3.7568
C 2.8209 -6.3839 2.6535
C 3.5671 -5.3640 2.0922
C 3.5614 -4.1023 2.6940
C 2.7784 -3.8738 3.8040
N 4.4205 -5.7265 0.9937
N 4.6080 -4.9852 0.0137
C 3.8870 -3.7663 -0.1644
C 4.6304 -2.6393 -0.4318
C 4.0728 -1.3599 -0.4997
C 2.6979 -1.1768 -0.3544
O 2.1059 -0.0365 -0.3222
C 1.9013 -2.3810 -0.2426
N 0.5585 -2.1815 -0.2238
C -0.2587 -3.1984 -0.1126
C 0.2174 -4.5200 -0.0535
C 1.5646 -4.7472 -0.0709
C 2.4697 -3.6624 -0.1317
H -0.2115 -5.0534 6.7165
H 0.8644 -6.4040 6.2897
H -0.3711 -5.8417 5.1307
H 1.4142 -6.9664 4.1592
H 2.8744 -7.3704 2.2095
H 4.1567 -3.2956 2.2882
H 2.7497 -2.8996 4.2744
H 5.7037 -2.7616 -0.5278
H 4.7010 -0.4917 -0.6484
H -1.3147 -2.9600 -0.0831
H -0.4864 -5.3394 0.0002
H 1.9452 -5.7603 -0.0475
Cl -5.7021 2.4693 5.1354
C -4.5602 1.6711 4.0823
C -3.2159 1.6814 4.4119
C -2.3188 1.0329 3.5771
C -2.7654 0.4049 2.4223
C -4.1153 0.4281 2.0968
C -5.0262 1.0512 2.9344
C -1.7742 -0.2514 1.5164
O -2.0214 -0.3266 0.2771
O -0.6730 -0.6493 1.9759
H -2.8792 2.1941 5.3021
H -1.2611 1.0218 3.8043
H -4.4409 -0.0361 1.1747
H -6.0820 1.0706 2.7016
C -1.1020 1.2222 -2.2866
O -0.2377 0.1884 -1.8815
H -1.2107 1.1773 -3.3763
H -0.6987 2.2031 -2.0146
H -2.0952 1.1320 -1.8334
C 1.7064 1.6467 2.4032
C 0.6810 2.4126 1.5704
O 0.4604 3.5901 1.8175
O 0.0681 1.7319 0.6541
H 1.8349 2.1346 3.3685
H 2.6581 1.6632 1.8703
H 1.4188 0.6059 2.5429
*
```